The following is a quantum chemistry calculation of a 14-piece molecular cluster, C38H112N20O14 overall at a distorted geometry, from the Open Molecules 2025 dataset.

For the energy above the lowest of the compared OMol25 structures with the same formula, charge and spin, the calculation gives 12.1165 eV. The value obtained for the calculated total energy is -99680.4615 eV. The HOMO energy is -9.07 eV. For the molar mass, the calculation gives 1073.4 g/mol. The total charge is 0. Its spin multiplicity is 1.

```
184
C38H112N20O14 | the Open Molecules 2025 dataset | ωB97M-V with the def2-TZVPD basis set
C -29.25166 20.18213 21.03370
C -30.16153 18.94745 20.62575
C -29.50666 17.88549 19.67219
O -29.07578 18.53225 18.46196
C -28.64768 17.59894 17.40458
N -30.80038 18.32854 21.84336
H -28.51055 19.71749 21.68407
H -29.84896 20.86965 21.63258
H -28.76041 20.68530 20.20088
H -30.89893 19.27916 19.89479
H -30.33465 17.23405 19.39262
H -28.84166 17.16058 20.14164
H -29.62233 17.27115 17.04303
H -27.83620 16.89801 17.60028
H -28.20604 18.05798 16.52008
H -31.14096 19.09211 22.41000
H -29.92576 17.99620 22.22375
C -14.27330 17.44007 -1.43851
C -15.42683 17.78083 -0.56516
C -14.97520 18.28188 0.86528
O -14.48210 17.32037 1.82662
C -15.43366 16.34686 2.04194
N -16.29447 18.74148 -1.31807
H -13.60660 18.26610 -1.68610
H -14.46334 17.09086 -2.45341
H -13.68165 16.66940 -0.94443
H -15.96574 16.84014 -0.45209
H -15.90506 18.78155 1.13692
H -14.11877 18.95360 0.92387
H -15.12630 15.48546 1.44896
H -16.47212 16.64098 1.88967
H -15.54754 16.24745 3.12141
H -17.23129 18.48274 -1.04324
H -16.28064 18.39409 -2.26635
C -29.14074 24.00409 8.34648
C -29.09452 22.55434 8.09413
C -28.08890 22.08544 7.00986
O -28.35571 22.35596 5.64723
C -29.25819 21.49857 5.07647
N -28.93849 21.88025 9.40002
H -28.13431 24.39349 8.49991
H -29.68085 24.30538 9.24404
H -29.61840 24.55053 7.53324
H -30.10572 22.36896 7.73190
H -27.99602 21.02485 7.24357
H -27.07869 22.49047 7.06940
H -29.64562 21.87356 4.12917
H -30.19297 21.35545 5.61852
H -28.72465 20.61113 4.73603
H -29.49638 22.42423 10.04263
H -27.96826 22.07595 9.60120
C -20.38142 18.57483 6.46205
C -21.80414 18.73871 6.14134
C -22.78698 18.00972 7.07044
O -22.87754 18.80862 8.28835
C -23.82795 18.27907 9.20581
N -22.21784 20.14797 6.18627
H -20.22416 17.54598 6.78584
H -20.13091 19.32582 7.21129
H -19.70206 18.88093 5.66652
H -21.93114 18.38507 5.11815
H -22.48785 17.00538 7.37030
H -23.78595 17.92547 6.64258
H -24.82471 18.69245 9.05186
H -23.75927 18.68655 10.21444
H -23.86588 17.21606 9.44387
H -22.30141 20.21681 7.19045
H -21.42574 20.72286 5.93690
C -26.42755 23.95367 -3.20968
C -25.98090 24.73949 -1.89977
C -25.83972 23.86340 -0.65108
O -24.72901 23.11997 -0.86817
C -24.33740 22.32777 0.31545
N -24.83487 25.45788 -2.26468
H -25.70980 23.17756 -3.47534
H -26.44534 24.52872 -4.13548
H -27.35910 23.40732 -3.06196
H -26.82683 25.37382 -1.63493
H -26.68706 23.22418 -0.40304
H -25.74715 24.53496 0.20246
H -25.17990 21.72192 0.64898
H -24.03360 22.91419 1.18258
H -23.50078 21.67257 0.07282
H -24.43353 25.95817 -1.48447
H -24.17404 24.70061 -2.16503
C -30.54406 13.65585 11.58497
C -30.33181 14.62355 10.36520
C -30.37928 16.17453 10.65912
O -31.52451 16.70767 11.36528
C -32.64596 16.73198 10.48316
N -29.09752 14.10993 9.83182
H -31.35428 14.11528 12.15117
H -29.67622 13.53877 12.23400
H -30.82159 12.72969 11.08169
H -31.10238 14.42559 9.62013
H -30.21231 16.58568 9.66354
H -29.50628 16.33348 11.29214
H -33.55008 16.67615 11.08943
H -32.60360 16.06619 9.62117
H -32.58381 17.71321 10.01259
H -29.28645 13.12229 9.73716
H -29.06865 14.49569 8.89884
C -25.18676 23.65862 16.81162
C -26.27746 23.51045 15.78702
C -26.22518 24.56038 14.76188
O -26.33722 25.91062 15.23656
C -27.67147 26.39804 15.37559
N -26.32688 22.16822 15.23597
H -25.26778 22.86131 17.55042
H -25.24832 24.64041 17.28110
H -24.12393 23.68180 16.57085
H -27.22758 23.68846 16.29071
H -27.02482 24.43879 14.03119
H -25.33985 24.43390 14.13877
H -28.45408 25.73611 15.00484
H -27.71067 27.44926 15.09013
H -27.91739 26.49396 16.43315
H -26.23147 21.48262 15.97147
H -27.31273 22.04885 15.05172
C -22.06905 25.90873 8.03019
C -21.78374 26.18550 9.49660
C -20.44938 25.55410 10.07330
O -20.28799 24.13662 9.98882
C -21.24016 23.53246 10.79844
N -21.81152 27.68978 9.57320
H -21.21889 26.10170 7.37592
H -22.86131 26.58096 7.70072
H -22.50879 24.91792 7.91611
H -22.63426 25.88513 10.10854
H -20.50234 25.89916 11.10588
H -19.54493 26.00207 9.66174
H -22.18488 23.55232 10.25510
H -21.48578 23.93444 11.78138
H -20.96232 22.48577 10.92233
H -21.34284 28.16861 10.32894
H -22.71289 28.14499 9.59342
C -22.61730 18.11669 17.15055
O -23.25979 17.37832 17.88021
N -21.92801 19.15693 17.48348
N -22.45905 18.09212 15.78914
H -21.93810 19.34322 18.47610
H -21.33396 19.54820 16.76646
H -22.09373 18.82691 15.20031
H -23.07156 17.39098 15.39755
C -16.00219 22.28337 6.36310
O -16.80826 22.78111 5.59624
N -16.19401 22.23008 7.63844
N -14.85814 21.68275 5.97112
H -17.04543 22.59754 8.03864
H -15.45688 21.77498 8.15769
H -14.83296 21.62891 4.96287
H -14.46980 20.97423 6.57717
C -22.57624 12.91565 11.96654
O -22.09412 13.20416 10.90569
N -22.02821 12.89940 13.13950
N -23.85176 12.70444 11.99403
H -21.15037 13.30403 13.43235
H -22.72056 12.55422 13.78880
H -24.38353 13.02793 11.19862
H -24.33831 12.25507 12.75654
C -20.90565 12.89657 1.43417
O -21.33666 12.90363 2.56535
N -21.20993 13.80790 0.52930
N -19.91085 12.19614 1.10078
H -21.74226 14.61511 0.82110
H -20.84674 13.86352 -0.41149
H -19.46321 11.53224 1.71639
H -19.41385 12.49190 0.27276
C -15.62820 17.20618 9.94416
O -14.73853 17.86059 9.41142
N -16.88166 17.62851 10.05505
N -15.54426 16.02657 10.50426
H -17.57030 16.88969 10.05977
H -17.18348 18.51194 9.66961
H -14.63886 15.58625 10.42388
H -16.01763 15.98208 11.39535
C -24.65166 9.90003 6.23807
O -25.34594 9.32892 7.01676
N -24.42663 9.42467 5.10798
N -24.10161 11.05137 6.41097
H -23.82918 9.87653 4.43050
H -24.72496 8.49638 4.84459
H -24.03019 11.59439 7.25957
H -23.58681 11.44917 5.63842
```

Results of the Löwdin charge analysis, in e, for atoms 1 through 6: number 1, C, carries -0.052; number 2, C, carries -0.398; number 3, C, carries -0.210; number 4, O, carries -0.205; number 5, C, carries -0.073; number 6, N, carries 0.037